{"formula": "C24H39As2ClCsO4P", "method": "ωB97M-V with the def2-TZVPD basis set", "symbols": ["Cs", "C", "As", "C", "C", "C", "C", "C", "C", "C", "As", "C", "C", "H", "H", "H", "H", "H", "H", "H", "H", "H", "H", "H", "H", "H", "H", "H", "H", "O", "Cl", "O", "O", "O", "C", "C", "C", "C", "P", "C", "C", "C", "C", "C", "C", "C", "C", "C", "C", "H", "H", "H", "H", "H", "H", "H", "H", "H", "H", "H", "H", "H", "H", "H", "H", "H", "H", "H", "H", "H", "H", "H"], "coordinates": [[-0.4419, 0.1628, -0.3356], [-2.5717, -4.5806, 1.0998], [-0.9528, -3.5119, 0.8680], [-0.0475, -4.6472, -0.4388], [0.0054, -4.0876, 2.4852], [0.1719, -5.4576, 2.6887], [0.8302, -5.9547, 3.8011], [1.3304, -5.0683, 4.7418], [1.1658, -3.7049, 4.5556], [0.5072, -3.1913, 3.4367], [0.3711, -1.2432, 3.1987], [1.3523, -0.6331, 4.7687], [-1.4409, -1.0100, 3.9084], [-2.3387, -5.6154, 1.3459], [-3.1394, -4.5533, 0.1700], [-3.1808, -4.1540, 1.8949], [-0.0814, -5.7023, -0.1726], [0.9925, -4.3363, -0.5323], [-0.5446, -4.5087, -1.3991], [-0.2168, -6.1597, 1.9611], [0.9503, -7.0226, 3.9291], [1.8476, -5.4317, 5.6205], [1.5667, -3.0352, 5.3035], [0.9340, -1.0081, 5.7015], [1.2967, 0.4551, 4.7679], [2.3995, -0.9206, 4.6859], [-1.5882, -1.5784, 4.8255], [-2.1677, -1.3400, 3.1658], [-1.6056, 0.0493, 4.1060], [-1.0801, 3.9100, -2.3410], [-1.5058, 3.3726, -1.0752], [-2.3254, 4.3075, -0.3578], [-0.3311, 3.0410, -0.2785], [-2.2496, 2.1434, -1.3034], [2.9394, -3.0661, -3.1592], [3.5732, -1.6836, -3.3854], [5.0901, -1.8542, -3.4270], [3.0665, -1.1349, -4.7233], [2.8644, -0.6252, -2.0057], [3.7852, -1.2372, -0.5326], [3.0380, -1.9681, 0.3917], [3.6163, -2.5137, 1.5318], [4.9663, -2.3171, 1.7749], [5.7260, -1.5794, 0.8752], [5.1444, -1.0525, -0.2676], [3.3624, 1.1840, -2.2070], [4.7332, 1.4952, -2.8130], [3.2918, 1.8263, -0.8151], [2.2890, 1.8358, -3.0945], [3.2690, -3.7542, -3.9427], [1.8492, -3.0126, -3.1894], [3.2386, -3.4866, -2.1961], [5.3463, -2.4924, -4.2782], [5.4606, -2.3438, -2.5264], [5.6181, -0.9096, -3.5516], [3.2803, -1.8559, -5.5171], [3.5533, -0.1971, -4.9906], [1.9871, -0.9690, -4.7033], [1.9745, -2.1036, 0.2244], [3.0116, -3.0873, 2.2244], [5.4264, -2.7352, 2.6612], [6.7800, -1.4174, 1.0627], [5.7611, -0.4921, -0.9564], [5.5569, 1.0842, -2.2300], [4.8613, 2.5811, -2.8371], [4.8195, 1.1356, -3.8382], [4.0893, 1.4764, -0.1601], [2.3366, 1.6594, -0.3116], [3.3936, 2.9089, -0.9263], [2.2854, 1.4210, -4.1026], [2.4915, 2.9066, -3.1774], [1.2827, 1.7405, -2.6838]], "lowdin_charge": [0.8489, -0.3162, 1.0857, -0.3149, -0.4318, -0.1228, -0.0777, -0.0783, -0.1202, -0.4470, 1.0777, -0.3352, -0.3165, 0.0206, 0.0234, 0.0215, 0.0215, 0.0086, 0.0235, 0.0846, 0.1054, 0.1057, 0.0788, 0.0287, 0.0238, 0.0233, 0.0315, 0.0061, 0.0251, -0.3418, 0.6012, -0.3275, -0.5400, -0.5479, -0.1175, -0.7100, -0.0855, -0.1020, 1.1010, -0.3635, -0.1268, -0.0797, -0.0768, -0.0716, -0.0991, -0.6981, -0.0862, -0.0923, -0.0992, 0.0869, 0.0710, 0.0718, 0.0878, 0.0728, 0.0645, 0.0872, 0.0644, 0.0807, 0.0485, 0.0883, 0.1042, 0.1059, 0.0900, 0.0631, 0.0897, 0.0658, 0.0745, 0.0483, 0.0963, 0.0653, 0.0961, 0.0563], "e_tot_ev": -177740.716, "total_charge": 0, "de_lowest_kj_mol": 0.00, "gap_ev": 8.7847, "multiplicity": 1}